Computed, not measured: one molecule with the formula CH4N2S2 at a distorted geometry, with the ωB97M-V functional and the def2-TZVPD basis.

Last column: Mulliken charge in e.
CARTESIAN COORDINATES (ANGSTROEM)
C 0.105 1.358 -0.105  0.11
H -1.515 -1.556 0.629  0.12
H -1.639 1.361 0.943  0.30
H -0.036 2.361 -0.360  0.38
H 0.813 -1.061 0.945  0.09
N -0.959 0.718 0.570  -0.47
N 1.246 0.862 -0.354  -0.37
S -1.776 -0.583 -0.248  -0.09
S 1.760 -0.686 0.058  -0.07

Calculated values
- relative energy (zero: lowest compared OMol25 entry of this formula, charge and spin) (kcal per mole) = 32.7
- Kohn-Sham gap (eV) = 9.23
- M (g mol⁻¹) = 108.2
- E_HOMO (eV) = -8.7
- charge = 0
- SMILES = S/N=C\NS

Computed, not measured: one molecule with the formula CH4N2S2 at a distorted geometry, with the ωB97M-V functional and the def2-TZVPD basis.

Last column: Mulliken charge in e.
CARTESIAN COORDINATES (ANGSTROEM)
C -0.625 -0.281 -0.078  0.66
H 1.208 -1.223 0.191  0.27
H -0.672 -2.213 -0.078  0.24
H -1.021 1.820 -0.073  0.26
H 2.126 1.121 0.830  0.16
N 0.020 -1.397 0.074  -0.47
N -0.261 1.083 -0.152  -0.36
S -2.270 -0.406 -0.204  -0.57
S 1.496 1.496 -0.510  -0.19

Calculated values
- relative energy (zero: lowest compared OMol25 entry of this formula, charge and spin) (kcal per mole) = 49.5
- Kohn-Sham gap (eV) = 8.31
- M (g mol⁻¹) = 108.2
- E_HOMO (eV) = -8.2
- charge = 0
- SMILES = NC(=S)NS

Computed, not measured: CH4N2S2 as an isolated structure at a distorted geometry, with the ωB97M-V functional and the def2-TZVPD basis.

Last column: Mulliken charge in e.
CARTESIAN COORDINATES (ANGSTROEM)
C -0.144 0.670 -0.027  0.25
H 3.278 -0.465 0.747  0.16
H 0.441 -1.242 -0.307  0.29
H 0.554 1.608 0.072  0.25
H -3.745 -0.123 0.442  0.11
N 0.751 -0.390 0.079  -0.37
N -1.424 0.730 -0.400  -0.28
S 2.457 -0.226 -0.352  -0.14
S -2.169 -0.563 -0.254  -0.28

Calculated values
- relative energy (zero: lowest compared OMol25 entry of this formula, charge and spin) (kcal per mole) = 92.9
- Kohn-Sham gap (eV) = 7.86
- M (g mol⁻¹) = 108.2
- E_HOMO (eV) = -8.0
- charge = 0

Computed, not measured: one molecule with the formula CH4N2S2 at a distorted geometry, with the ωB97M-V functional and the def2-TZVPD basis.

Last column: Mulliken charge in e.
CARTESIAN COORDINATES (ANGSTROEM)
C 0.535 -0.358 -0.096  0.33
H 2.425 0.394 0.208  0.27
H 1.194 1.466 0.297  0.26
H -0.768 0.937 -0.840  0.29
H -2.763 -0.431 1.002  0.13
N 1.511 0.612 -0.155  -0.48
N -0.758 0.155 -0.142  -0.36
S 0.820 -1.987 -0.118  -0.34
S -2.196 -0.788 -0.158  -0.09

Calculated values
- relative energy (zero: lowest compared OMol25 entry of this formula, charge and spin) (kcal per mole) = 8.8
- Kohn-Sham gap (eV) = 8.95
- M (g mol⁻¹) = 108.2
- E_HOMO (eV) = -8.4
- charge = 0
- SMILES = NC(=S)NS

Computed, not measured: an isolated ion of composition CH4N3 and charge +1 at a distorted geometry, with the ωB97M-V functional and the def2-TZVPD basis.

Last column: Mulliken charge in e.
CARTESIAN COORDINATES (ANGSTROEM)
C -0.900 -0.517 0.215  0.05
N -1.542 0.485 -0.107  -0.30
N 0.337 -0.625 -0.376  -0.02
N 1.268 0.063 -0.015  0.08
H -1.344 -1.488 0.387  0.34
H -1.130 1.328 -0.332  0.27
H 1.249 0.616 0.801  0.28
H 2.062 0.138 -0.574  0.29

Calculated values
- relative energy (zero: lowest compared OMol25 entry of this formula, charge and spin) (kcal per mole) = 80.9
- Kohn-Sham gap (eV) = 8.99
- M (g mol⁻¹) = 58.1
- E_HOMO (eV) = -16.2
- charge = +1
- SMILES = [H]/N=C\N=[NH2+]

Computed, not measured: a 2-piece molecular cluster, CH4N3O2S overall at a distorted geometry, with the ωB97M-V functional and the def2-TZVPD basis.

Last column: Mulliken charge in e.
CARTESIAN COORDINATES (ANGSTROEM)
C -0.166 0.332 2.454  0.36
N 1.744 -0.873 -1.747  -0.35
N -1.167 0.429 3.266  -0.33
N 0.736 0.420 1.745  0.03
O 0.678 -1.701 -3.997  -0.42
O -0.113 0.559 -3.013  -0.37
S 0.899 -0.727 -2.908  0.76
H -0.720 0.194 -3.700  0.39
H -1.387 -0.094 4.097  0.28
H -1.751 1.179 2.894  0.28
H 1.246 0.283 0.908  0.37

Calculated values
- relative energy (zero: lowest compared OMol25 entry of this formula, charge and spin) (kcal per mole) = 24.8
- Kohn-Sham gap (eV) = 9.64
- M (g mol⁻¹) = 122.1
- E_HOMO (eV) = -14.0
- charge = +1

Computed, not measured: one molecule with the formula CH4N3OP at a distorted geometry, with the ωB97M-V functional and the def2-TZVPD basis.

Last column: Mulliken charge in e.
CARTESIAN COORDINATES (ANGSTROEM)
C 0.123 -1.742 1.647  0.50
N -0.245 -0.867 0.879  -0.41
N 0.055 1.685 0.043  -0.41
N 0.017 -0.141 -1.588  -0.63
O 0.161 -2.662 2.312  -0.39
P 0.920 0.254 -0.212  0.26
H -0.457 2.314 -0.614  0.26
H 0.325 2.242 0.815  0.19
H 0.026 -1.017 -2.201  0.28
H -0.925 -0.067 -1.081  0.36

Calculated values
- relative energy (zero: lowest compared OMol25 entry of this formula, charge and spin) (kcal per mole) = 0.3
- Kohn-Sham gap (eV) = 10.11
- M (g mol⁻¹) = 105.0
- E_HOMO (eV) = -9.3
- charge = 0
- SMILES = NP(N)N=C=O

Computed, not measured: a 2-piece molecular cluster, CH4N3P overall at a distorted geometry, with the ωB97M-V functional and the def2-TZVPD basis.

Last column: Mulliken charge in e.
CARTESIAN COORDINATES (ANGSTROEM)
C 3.423 0.512 0.008  0.40
N 3.021 1.507 -0.454  -0.49
N 0.181 1.553 -0.082  -0.69
N 3.898 -1.735 -0.706  -0.41
P 3.504 -1.177 0.661  0.19
H -0.453 2.115 -0.632  0.21
H 0.915 1.996 0.393  0.27
H 0.807 0.894 -0.786  0.24
H 3.922 -2.749 -0.666  0.27

Calculated values
- relative energy (zero: lowest compared OMol25 entry of this formula, charge and spin) (kcal per mole) = 43.0
- Kohn-Sham gap (eV) = 8.22
- M (g mol⁻¹) = 89.0
- E_HOMO (eV) = -9.5
- charge = 0
- SMILES = [H]/N=P/C#N.N

Computed, not measured: CH4N3P3 as an isolated structure at a distorted geometry, with the ωB97M-V functional and the def2-TZVPD basis.

Last column: Mulliken charge in e.
CARTESIAN COORDINATES (ANGSTROEM)
C 0.210 -0.380 1.587  -1.10
N -0.213 1.844 -2.117  -0.16
N 1.260 -0.196 -1.027  -0.34
N -1.508 0.142 -0.598  -0.37
P -1.649 1.317 -1.757  0.15
P 1.236 1.257 -1.862  0.13
P -0.058 -0.587 -0.179  0.43
H 0.548 0.519 2.089  0.32
H -0.612 -0.770 2.105  0.41
H 0.862 -1.093 1.892  0.43
H -0.077 -2.052 -0.132  0.10

Calculated values
- relative energy (zero: lowest compared OMol25 entry of this formula, charge and spin) (kcal per mole) = 1.3
- Kohn-Sham gap (eV) = 8.45
- M (g mol⁻¹) = 151.0
- E_HOMO (eV) = -9.5
- charge = 0

Computed, not measured: a 2-piece molecular cluster, CH4N3S2 overall at a distorted geometry, with the ωB97M-V functional and the def2-TZVPD basis.

Last column: Mulliken charge in e.
CARTESIAN COORDINATES (ANGSTROEM)
C 1.623 -0.071 0.024  0.41
N -2.296 -0.325 -0.201  -0.13
N 2.324 -0.705 -0.646  -0.07
N 0.927 0.821 0.558  -0.24
S -1.378 -1.580 0.360  0.04
S -2.025 1.335 -0.311  -0.05
H -3.155 -0.448 -0.655  0.33
H 2.725 -1.536 -0.854  0.29
H 1.427 1.154 1.361  0.24
H -0.171 1.356 0.363  0.17

Calculated values
- relative energy (zero: lowest compared OMol25 entry of this formula, charge and spin) (kcal per mole) = 50.4
- Kohn-Sham gap (spin up / spin down) (eV) = 7.15 / 7.15
- M (g mol⁻¹) = 122.2
- E_HOMO (spin up / spin down) (eV) = -13.7 / -13.6
- charge = +1

Computed, not measured: a 2-piece molecular cluster, CH4N4 overall at a distorted geometry, with the ωB97M-V functional and the def2-TZVPD basis.

Last column: Mulliken charge in e.
CARTESIAN COORDINATES (ANGSTROEM)
C -0.530 0.514 1.598  -0.44
N 0.887 0.324 -3.695  -0.14
N 0.552 0.408 -2.656  0.12
N -0.220 -0.127 0.500  0.47
N 0.490 -1.153 0.629  -0.87
H -0.775 1.601 1.505  0.22
H -0.150 0.160 2.557  0.27
H -0.598 0.104 -0.344  0.20
H 0.344 -1.829 -0.094  0.17

Calculated values
- relative energy (zero: lowest compared OMol25 entry of this formula, charge and spin) (kcal per mole) = 67.3
- Kohn-Sham gap (eV) = 8.94
- M (g mol⁻¹) = 72.1
- E_HOMO (eV) = -7.7
- charge = 0

Computed, not measured: one molecule with the formula CH4N4O at a distorted geometry, with the ωB97M-V functional and the def2-TZVPD basis.

Last column: Mulliken charge in e.
CARTESIAN COORDINATES (ANGSTROEM)
C 0.293 0.182 -1.267  -0.66
N -0.214 1.239 0.781  -0.38
N 0.264 0.785 1.889  0.13
N -0.310 -1.046 0.668  -0.25
N -0.481 0.170 -0.067  0.21
O 0.245 -0.473 1.987  -0.15
H 1.156 0.763 -1.255  0.32
H 0.517 -0.882 -1.488  0.30
H -0.255 0.682 -2.153  0.23
H -1.215 -1.420 0.906  0.26

Calculated values
- relative energy (zero: lowest compared OMol25 entry of this formula, charge and spin) (kcal per mole) = 92.5
- Kohn-Sham gap (eV) = 10.03
- M (g mol⁻¹) = 88.1
- E_HOMO (eV) = -9.1
- charge = 0
- SMILES = CN1N=NON1

What did the first record say?
Computed, not measured: one molecule with the formula CH4N2S2 at a distorted geometry, with the ωB97M-V functional and the def2-TZVPD basis.

Last column: Mulliken charge in e.
CARTESIAN COORDINATES (ANGSTROEM)
C 0.105 1.358 -0.105  0.11
H -1.515 -1.556 0.629  0.12
H -1.639 1.361 0.943  0.30
H -0.036 2.361 -0.360  0.38
H 0.813 -1.061 0.945  0.09
N -0.959 0.718 0.570  -0.47
N 1.246 0.862 -0.354  -0.37
S -1.776 -0.583 -0.248  -0.09
S 1.760 -0.686 0.058  -0.07

Calculated values
- relative energy (zero: lowest compared OMol25 entry of this formula, charge and spin) (kcal per mole) = 32.7
- Kohn-Sham gap (eV) = 9.23
- M (g mol⁻¹) = 108.2
- E_HOMO (eV) = -8.7
- charge = 0
- SMILES = S/N=C\NS